Molecular formula: C65H130F12N7O13
Method: DFT, the ωB97M-V functional and the def2-TZVPD basis

As for the multiplicity: 1. The total energy is -5113.118257 a.u. For the max |F|, the calculation gives 18.0 eV/Å. The gap between HOMO and LUMO is 0.16355 Eh. The charge is +3. For the LUMO energy, the calculation gives -7.54 eV.

Geometry as XYZ:
```
227
Properties=species:S:1:pos:R:3:forces:R:3:mulliken_charge:R:1
C -25.47742 0.91608 8.22724 1.162 0.268 -0.049 -0.44
C -24.57361 1.62833 7.28618 2.313 -0.537 0.582 0.53
O -24.91126 2.62271 6.69377 -0.466 1.801 -0.632 -0.15
N -23.25836 1.20593 7.15823 -0.986 0.399 0.207 0.03
H -22.91394 0.32011 7.45140 -0.403 -0.623 0.423 0.23
H -26.15726 4.05260 7.35366 -1.461 -0.017 0.152 0.35
C -22.26708 2.10012 6.62556 -0.212 0.401 0.085 -1.10
H -24.90343 0.08066 8.60388 -0.557 -0.430 0.478 -0.12
H -26.28307 0.65193 7.59923 -1.211 -0.834 -0.266 -0.11
H -25.83345 1.62297 8.98264 0.247 -0.220 0.008 0.47
H -21.29543 1.64858 6.70949 0.374 -0.420 -0.081 0.46
H -22.22277 3.01242 7.22639 -0.159 0.144 -0.181 0.26
H -22.46939 2.34439 5.59117 0.024 0.197 -0.298 0.22
C -19.99995 5.58953 1.94350 -0.607 -0.485 0.181 -1.18
C -19.92339 4.61484 3.11473 1.927 2.408 -1.516 0.66
O -20.64555 3.79933 3.47738 -1.097 -1.201 0.760 -0.31
N -18.48600 4.74266 3.90471 -1.191 -1.056 0.543 -0.22
H -17.78080 5.02403 3.23489 0.351 0.179 0.050 0.37
H -18.62752 5.45422 4.63606 0.376 0.017 -0.475 0.38
C -18.22033 3.43615 4.59535 0.262 -0.029 2.249 -0.78
H -20.29747 6.61772 2.18486 0.269 -0.283 0.438 0.35
H -20.79567 5.18966 1.33429 -0.362 -0.074 -0.238 0.34
H -19.12405 5.61245 1.30191 0.385 -0.064 0.318 0.42
H -19.02172 3.30963 5.36589 0.392 -0.099 -1.072 0.27
H -17.30550 3.43109 5.22491 -0.266 0.616 -0.744 0.34
H -18.13502 2.58230 3.94202 -0.371 0.108 -0.500 0.36
C -31.93852 -5.13566 3.84967 -1.547 1.090 2.857 -1.10
C -31.16982 -6.08672 4.80395 0.617 0.927 -1.172 -0.27
C -29.77321 -6.32839 4.20125 -1.066 -0.524 0.777 0.30
N -28.89510 -7.16521 5.09501 0.763 -0.487 -0.958 0.14
C -29.45276 -8.53604 5.23222 -1.718 -0.433 0.240 -0.90
C -28.60618 -6.53543 6.44155 0.349 -0.512 -0.635 -0.02
C -27.27483 -7.18078 6.88862 -0.231 0.656 -0.792 -0.59
C -26.54338 -7.56921 5.57431 0.014 0.252 -0.871 -0.31
C -27.51545 -7.30951 4.39194 -0.921 0.469 1.424 -0.55
H -31.45789 -4.13953 3.89312 -0.072 -0.493 -0.485 0.05
H -32.98635 -4.92246 4.28274 1.531 -0.461 -0.580 0.36
H -32.11028 -5.48028 2.86835 0.212 -0.465 -1.183 0.41
H -31.69389 -6.99584 5.02328 -0.383 -0.432 -0.086 0.43
H -31.01485 -5.54474 5.73088 -0.151 0.011 0.319 0.31
H -29.32927 -5.35064 4.06786 0.473 -0.037 -0.074 -0.73
H -29.80560 -6.86634 3.25410 -0.107 0.150 -0.081 0.53
H -28.79636 -9.21528 5.79788 -0.022 0.444 -0.461 0.37
H -29.73497 -8.93637 4.22902 0.625 0.255 0.742 0.35
H -30.41696 -8.46149 5.78648 0.796 -0.087 -0.231 0.36
H -29.45244 -6.71566 7.09943 0.073 -0.055 0.049 0.47
H -28.56514 -5.48757 6.20555 0.352 0.610 0.240 -0.19
H -27.52604 -7.97358 7.57611 0.363 -0.503 -0.003 0.32
H -26.59920 -6.48442 7.37627 -0.403 0.176 0.440 0.34
H -26.10288 -8.57996 5.57035 -0.316 0.472 0.009 0.38
H -25.76245 -6.83580 5.37167 0.383 -0.361 0.441 0.05
H -27.61380 -8.11495 3.67882 0.079 -0.065 -0.230 0.43
H -27.38637 -6.33542 3.88413 0.390 -0.602 0.276 0.30
C -33.65829 4.49302 9.28250 -0.708 -0.945 -0.275 -0.81
C -33.73256 2.92096 9.28544 -0.478 1.263 -0.994 -0.63
C -32.52536 2.35708 8.53017 -0.552 -1.322 0.440 0.00
N -31.47663 1.70736 9.42393 -0.267 0.757 -0.261 0.88
C -30.74653 2.71387 10.29891 -1.892 -0.138 -0.959 -1.11
C -30.41073 1.02165 8.59605 0.133 1.147 -0.042 1.01
C -29.96242 -0.08996 9.51791 0.967 -1.404 -0.915 -0.34
C -31.13728 -0.46287 10.42581 1.099 -1.479 0.117 -0.97
C -32.09504 0.62197 10.26659 -1.309 2.642 1.766 -0.67
H -32.77212 4.91876 9.77369 -0.325 -0.191 0.044 0.28
H -34.60685 4.91555 9.70319 0.999 -0.141 -0.450 0.41
H -33.57115 4.68691 8.19151 -0.260 0.521 0.783 0.05
H -34.64482 2.69187 8.67129 0.827 0.012 0.544 0.34
H -33.91206 2.44768 10.24143 0.121 0.116 0.352 0.40
H -32.01316 3.12658 7.96868 0.064 -0.085 -0.394 0.01
H -32.88260 1.53031 7.87544 0.634 0.778 0.207 -0.01
H -30.04585 2.13203 10.82003 1.367 -0.274 0.670 0.50
H -31.44028 3.13865 11.00321 -0.361 0.149 0.240 0.36
H -30.37211 3.50160 9.65617 0.429 -0.096 0.019 0.27
H -29.61650 1.78539 8.43050 -0.500 -0.632 -0.081 -0.16
H -30.85823 0.78856 7.62310 0.234 -0.259 0.446 -1.20
H -29.06097 0.18190 10.04541 0.079 0.366 0.520 0.56
H -29.61217 -0.95640 8.93483 -0.314 0.202 0.033 0.24
H -30.85320 -0.66456 11.46599 0.096 0.332 -0.276 0.31
H -31.61317 -1.37293 10.09549 0.053 -0.429 -0.241 0.34
H -32.36624 1.10526 11.22359 0.327 -0.187 -0.269 0.42
H -33.06481 0.36818 9.90081 -0.382 -0.419 -0.937 0.44
C -25.59023 -0.60100 -3.59971 -1.999 -1.133 0.469 -1.79
C -26.06609 -2.00143 -4.11883 -0.352 1.928 3.795 1.18
C -25.85007 -3.05357 -3.00891 0.850 -0.697 -0.209 -0.88
C -26.31950 -4.43734 -3.48095 -0.020 1.023 -1.022 -0.56
C -27.83295 -4.36612 -3.49608 -1.182 0.962 -1.268 -1.11
C -28.42339 -3.21217 -4.48392 0.784 0.185 0.575 0.95
N -27.63591 -1.86746 -4.34854 8.428 -15.475 3.821 1.28
O -28.04218 -0.94604 -4.63783 -6.944 14.281 -4.589 -0.41
C -29.86472 -2.77446 -4.34878 0.173 -0.421 0.672 -1.49
C -28.24259 -3.58825 -5.99101 -0.672 -0.375 0.788 -1.43
C -25.43869 -2.24231 -5.39766 -0.472 -0.489 -2.867 -1.51
H -25.83338 0.06699 -4.40720 0.095 0.802 0.078 0.56
H -24.53943 -0.63424 -3.44268 0.911 -0.104 0.036 0.61
H -26.12747 -0.36158 -2.64459 0.447 -0.042 -0.917 0.04
H -26.33817 -2.75872 -2.05618 0.258 0.096 -0.624 0.06
H -24.74986 -3.14166 -2.85553 -0.627 0.465 0.055 0.51
H -25.90410 -5.25248 -2.89696 -0.231 -0.045 0.206 0.44
H -25.90993 -4.52864 -4.50735 -0.274 -0.505 0.533 0.30
H -28.18272 -4.23656 -2.48502 -0.248 0.593 0.400 0.40
H -28.35910 -5.25684 -3.82135 0.196 -0.391 -0.365 0.47
H -30.09562 -2.22063 -3.42299 0.234 -0.236 -0.209 0.25
H -30.36087 -3.75009 -4.33645 -0.741 0.514 -0.356 0.49
H -30.05839 -2.11848 -5.21432 -0.603 -0.632 0.374 0.41
H -27.27796 -4.02098 -6.17881 0.066 -0.350 -0.298 0.46
H -28.42983 -2.73953 -6.66776 0.067 -0.294 0.326 0.32
H -29.03198 -4.35036 -6.13799 0.484 0.355 -0.256 0.45
H -24.39997 -2.38522 -5.30670 1.381 -0.257 0.478 0.43
H -25.52981 -1.43322 -6.14007 -0.280 0.045 0.493 0.33
H -25.83667 -3.11474 -5.89177 0.321 -0.172 -0.185 0.26
C -29.15768 3.64959 2.71781 0.768 -1.709 1.242 -1.33
C -30.01907 4.85935 2.92628 -0.474 -0.019 -0.680 2.25
C -31.03642 4.91743 1.79675 1.304 0.643 -2.337 -0.87
C -32.10327 5.95647 1.89412 0.230 0.866 0.848 -0.76
C -32.80397 5.71896 3.22536 -1.157 -0.039 -0.127 -1.45
C -31.92957 5.80380 4.45967 0.419 0.764 0.028 1.33
N -30.78434 4.91501 4.20230 3.569 -4.856 6.439 0.64
O -30.30623 4.17166 5.25386 -3.066 3.908 -6.182 0.30
C -32.73850 5.34008 5.64869 1.302 -0.516 0.364 -1.86
C -31.30945 7.19194 4.80718 -0.708 1.594 -1.332 -1.54
C -29.04282 6.00807 2.95964 0.160 1.618 0.109 -1.87
H -28.41612 3.56825 3.54296 -0.300 0.072 -0.459 -0.18
H -28.56918 3.69916 1.76919 -0.869 0.114 0.652 0.82
H -29.74991 2.71991 2.77009 0.128 0.262 -0.266 -0.34
H -31.53838 3.99483 1.65131 -0.058 -1.068 0.329 -0.79
H -30.42134 5.04645 0.84528 -0.671 -0.035 1.087 0.59
H -32.81558 5.86541 1.07294 0.149 0.128 0.014 0.56
H -31.61129 6.94560 1.86810 -0.606 -0.115 -0.097 0.41
H -33.24660 4.68950 3.25802 0.268 0.720 -0.203 0.40
H -33.63315 6.41180 3.43408 0.181 -0.106 -0.363 0.43
H -32.11608 5.53699 6.53300 -0.461 -0.045 0.048 0.52
H -32.77681 4.24441 5.52625 -0.954 0.285 0.423 0.19
H -33.66015 5.94864 5.68978 0.328 -0.760 -0.022 0.58
H -31.19725 7.85372 3.90762 0.131 -0.811 0.547 0.36
H -30.33630 7.13817 5.29498 -0.263 -0.114 0.195 0.24
H -32.03808 7.78334 5.40488 0.497 -0.742 0.004 0.43
H -28.48387 6.05539 3.88809 -0.076 -0.096 0.302 0.28
H -29.51011 6.98279 2.79933 0.103 -0.140 -0.027 0.38
H -28.28351 5.85649 2.20651 -0.039 -0.047 -0.449 0.50
C -26.92039 0.97580 2.34497 -0.621 -2.498 0.669 -0.54
C -26.27938 0.27677 3.58390 -0.685 1.088 1.002 0.93
C -26.65624 0.87825 4.95073 -1.969 -0.873 -0.476 -0.52
C -28.18582 0.66596 5.28480 0.863 0.936 -0.121 1.38
C -28.46957 -0.77656 5.41194 0.865 -1.423 -1.063 -1.29
C -28.14776 -1.61025 4.10322 -1.151 1.595 1.252 2.42
N -26.82782 -1.16237 3.55830 -1.051 3.517 1.962 1.51
O -26.22883 -1.86227 2.90746 2.365 -3.969 -3.138 -0.58
C -29.20362 -1.38160 2.99103 0.240 -0.533 0.715 -0.58
C -28.05464 -3.02226 4.49705 -1.056 -2.049 -1.416 -1.62
C -24.74629 0.27978 3.38011 -1.189 0.490 1.039 -1.52
H -26.51824 1.92971 2.42115 0.710 1.938 -0.336 0.70
H -28.02688 1.04755 2.46015 0.995 -0.064 -0.593 -0.89
H -26.53574 0.42596 1.44448 -0.937 0.739 0.476 0.54
H -26.48175 1.92594 5.03912 0.635 0.727 -0.358 1.30
H -26.01488 0.31192 5.61347 -0.172 0.083 0.508 -1.06
H -28.86516 1.16470 4.56976 0.417 -0.164 -0.013 -0.95
H -28.47244 1.12305 6.23423 0.379 0.279 0.084 -0.33
H -29.48178 -0.96760 5.67499 -1.018 -0.203 0.001 0.95
H -27.84619 -1.20802 6.20008 0.119 0.047 -0.094 0.27
H -28.99339 -1.96389 2.07369 -0.058 0.264 0.472 0.56
H -29.17787 -0.32700 2.76654 -0.744 0.098 -0.272 -0.80
H -30.15949 -1.71320 3.46584 0.539 0.494 -0.660 -0.01
H -27.19265 -3.16162 5.09181 0.538 -0.245 0.776 -0.99
H -27.96166 -3.67197 3.59390 0.026 0.348 0.528 0.51
H -28.99870 -3.33234 4.99764 0.586 0.405 -0.089 0.45
H -24.39803 1.28289 3.72579 -0.306 -0.607 -0.472 0.19
H -24.68512 0.17911 2.31549 1.247 -0.308 -0.450 0.62
H -24.26077 -0.46123 4.02660 -0.115 -0.103 -0.531 0.08
C -28.93994 0.02960 -1.34977 -1.247 -0.393 -1.465 1.10
O -30.29518 -0.56273 -1.82147 0.177 -1.316 -1.260 -0.26
O -27.97619 -0.82572 -1.37980 -0.538 0.302 0.659 -0.69
C -28.68224 1.22265 -2.39155 0.721 0.552 2.761 0.56
F -29.80931 1.84818 -2.65082 -0.662 0.617 -0.873 -0.29
F -27.90215 2.12159 -1.68093 -0.137 0.255 0.300 -0.33
F -27.94704 1.07713 -3.49654 -0.872 -0.473 -0.123 -0.19
C -31.50288 -0.33257 -1.14634 1.146 2.468 1.284 0.78
C -32.60709 -1.32425 -1.33972 -0.212 -1.267 -0.221 -1.67
H -33.29156 -1.33755 -0.51377 -0.540 0.768 0.601 0.44
H -33.20513 -1.18679 -2.23506 0.143 0.175 -0.228 0.35
H -32.33724 -2.38314 -1.30086 0.766 0.081 -0.391 0.36
H -31.87728 0.70712 -1.39500 0.054 -0.892 -0.014 0.20
H -31.23895 -0.20784 -0.05331 -0.381 -0.425 -0.461 -0.50
H -29.42989 0.51095 -0.42573 1.567 -0.039 -0.193 -0.85
C -31.90100 1.28913 4.72243 -1.589 -1.977 -2.464 1.80
O -32.86033 1.85735 3.77792 0.192 -0.160 0.130 -0.32
O -31.67290 2.06258 5.66846 1.432 2.311 2.222 0.12
C -32.58266 -0.00770 5.36284 0.189 -1.117 -1.064 0.41
F -32.87981 -1.09772 4.53287 0.615 1.197 0.577 -0.31
F -31.67686 -0.49286 6.26445 -0.378 -0.442 0.006 -0.14
F -33.71593 0.23326 6.01399 0.146 0.275 0.122 -0.29
C -32.96545 1.13563 2.56935 -0.343 -1.363 0.509 0.14
C -33.11329 2.09567 1.44824 0.091 -0.830 -1.817 -1.39
H -33.68511 2.95095 1.75766 -0.144 0.489 0.149 0.45
H -32.12839 2.35895 1.05223 -0.270 0.229 -0.051 0.00
H -33.67479 1.61650 0.61170 0.440 0.360 0.465 0.54
H -33.82340 0.43773 2.56118 0.052 0.352 0.400 0.37
H -32.09911 0.43937 2.48584 -0.189 0.557 -0.354 -0.05
H -31.07434 0.91902 4.01322 -0.131 0.079 0.834 -1.61
C -27.48084 5.19899 6.44229 -0.013 -1.406 0.728 1.55
O -26.53039 5.34227 5.48335 1.319 -0.041 -0.163 0.11
O -27.09872 4.35387 7.54648 0.938 0.226 -1.261 -0.58
C -27.79657 6.55533 7.05058 -0.486 -0.600 -0.780 0.67
F -28.89260 6.56331 7.78550 -1.259 0.090 -0.157 -0.23
F -26.83913 6.89605 7.86043 1.252 1.165 0.819 -0.26
F -27.89021 7.45667 6.03132 -0.458 0.120 0.691 -0.27
C -25.35380 6.11548 5.81712 -0.704 1.265 -1.070 -0.53
C -24.28108 5.61105 4.94458 0.689 -0.894 -1.725 -0.90
H -24.79222 5.15870 4.09200 0.125 -0.031 -0.182 0.16
H -23.58205 6.30843 4.50220 -0.057 0.705 0.245 0.41
H -23.67459 4.81588 5.35422 -0.076 -0.294 0.527 0.03
H -25.08273 6.09822 6.82394 0.239 -0.716 1.754 0.48
H -25.61292 7.17442 5.66970 0.268 -0.242 -0.456 0.38
H -28.28806 4.73533 5.85445 -0.362 0.306 0.843 -1.32
C -25.18450 -2.86394 6.22774 -1.479 -0.262 0.144 -0.86
O -24.21900 -2.64551 7.27290 0.061 -0.162 -0.017 -0.35
O -25.57944 -1.76117 5.61480 0.665 -0.441 0.125 -0.40
C -24.49649 -3.91575 5.25683 0.967 1.849 0.317 1.04
F -25.29364 -4.32753 4.25137 -0.198 -0.211 0.105 -0.19
F -23.41513 -3.31150 4.64625 -0.865 -0.927 0.621 -0.31
F -24.07779 -5.00992 5.91789 0.012 0.023 -0.313 -0.30
C -24.50932 -3.08130 8.58418 -0.211 0.678 -0.056 -0.01
C -23.48593 -2.59406 9.54477 2.686 -0.472 0.350 -1.42
H -23.82537 -2.83281 10.56917 0.223 0.533 -0.365 0.37
H -22.56829 -3.20451 9.38723 -0.364 0.260 0.250 0.39
H -23.06875 -1.55246 9.42298 -1.177 -0.781 0.187 0.20
H -24.65316 -4.13964 8.74029 0.411 -0.796 -0.572 0.35
H -25.40998 -2.69368 8.98604 -1.673 0.879 -0.334 0.29
H -26.11104 -3.39807 6.69952 1.191 -0.026 -0.201 -0.02
```
Positions in Å, forces in eV/Å.